1.
This record from the Open Molecules 2025 dataset describes C3HCl3OS in the gas phase at a distorted geometry. The level of theory is ωB97M-V/def2-TZVPD.

The value obtained for the largest force on an atom is 0.0800 hartree/bohr. For the LUMO energy, the calculation gives -0.46 eV. As for the SMILES: OC(=S)C(Cl)=C(Cl)Cl. For the HOMO-LUMO gap, the calculation gives 9.050 eV.

Geometry (Å):
O 1.15655 -0.56785 1.28423
C 1.05918 -0.22171 0.01126
S 2.18063 -0.27483 -1.07909
C -0.30322 0.63806 -0.10254
Cl 0.11856 2.33633 -0.39708
C -1.46865 0.05112 -0.19461
Cl -1.72747 -1.76682 -0.59771
Cl -2.95485 0.86001 -0.31027
H 1.93926 -1.05430 1.38581

Atoms 1-6, force components in eV/Å:
-2.0 0.4 0.0
-3.1 2.5 1.2
1.2 -0.5 -1.5
3.6 -0.7 -0.7
-1.0 -1.2 0.6
-1.6 -1.8 -1.1

Here are the Mulliken charges for atoms 1 to 8, given in e: -0.360, 0.278, -0.250, 0.012, -0.122, 0.413, -0.169, -0.143

=====

2.
This record from the Open Molecules 2025 dataset describes 2 unconnected molecules or ions with the total composition C10H16N2O8 at a distorted geometry. The level of theory is ωB97M-V/def2-TZVPD.

The value obtained for the largest force on an atom is 0.0659 hartree/bohr. For the LUMO energy (spin up / spin down), the calculation gives -4.68 / -1.15 eV. For the HOMO-LUMO gap (spin up / spin down), the calculation gives 5.466 / 9.036 eV.

Geometry (Å):
N -0.05478 0.02756 1.32814
O -0.36827 -1.16540 1.25884
O -0.91866 0.88409 1.54298
O 1.12534 0.36411 1.17611
C -6.28071 4.63576 6.79199
C -5.11570 4.63376 5.78626
C -5.53962 4.93158 4.28896
C -4.30792 5.26718 3.38510
C -3.30968 4.07291 3.31324
C -3.33244 3.13234 4.57280
C -4.75244 3.18774 5.25788
C -5.87665 3.41006 4.20012
C -3.01280 1.69387 4.14789
O -3.96961 1.20702 3.23330
O -5.07871 0.78904 3.87644
O -2.34621 3.54183 5.53578
N -1.04195 3.49332 5.01370
O -0.57955 4.51478 4.49630
O -0.41567 2.42954 5.05235
C -3.94374 5.46446 6.32315
H -5.94010 4.29736 7.77028
H -6.69731 5.63607 6.90236
H -7.08693 3.97347 6.48497
H -6.40902 5.60071 4.18562
H -4.65073 5.53549 2.37892
H -3.80893 6.16395 3.76785
H -3.53035 3.45208 2.43714
H -2.28426 4.43257 3.17486
H -4.94050 2.37276 5.97271
H -6.88399 3.13412 4.53463
H -5.65037 2.93842 3.23644
H -2.02609 1.64230 3.67908
H -3.01626 1.02553 5.01329
H -3.10102 5.46238 5.63611
H -4.24017 6.49844 6.49352
H -3.57809 5.04273 7.25841

Atoms 1-6, force components in eV/Å:
-0.2 0.1 0.0
0.4 1.0 0.1
0.8 -0.7 -0.2
-1.0 -0.3 0.1
0.3 -0.2 -0.5
1.1 0.4 -0.5

Here are the Mulliken charges for atoms 1 to 8, given in e: 1.110, -0.380, -0.382, -0.373, -1.522, 1.553, -0.153, -1.088

=====

3.
This record from the Open Molecules 2025 dataset describes CF3O2P in the gas phase at a distorted geometry. The level of theory is ωB97M-V/def2-TZVPD.

The value obtained for the largest force on an atom is 0.0584 hartree/bohr. For the LUMO energy, the calculation gives -0.99 eV. As for the SMILES: O=POC(F)(F)F. For the HOMO-LUMO gap, the calculation gives 10.728 eV.

Geometry (Å):
O 2.59856 0.91018 0.04525
P 1.71803 -0.11919 0.52255
O 0.34991 0.55853 -0.14843
C -0.83703 -0.15507 -0.12453
F -1.00609 -0.91277 -1.22467
F -1.88969 0.66545 -0.06373
F -0.93369 -0.94714 0.99355

Atoms 1-6, force components in eV/Å:
2.4 0.7 0.0
-0.9 0.1 -0.3
-2.4 -1.8 0.2
-0.5 0.4 0.4
0.5 0.2 0.8
0.6 0.1 -0.1

Quick look at the Mulliken charges, all values in e: -0.410, 0.526, -0.246, 0.828, -0.224, -0.225, -0.248

=====

4.
This record from the Open Molecules 2025 dataset describes 2 unconnected molecules or ions with the total composition C4H12O2 at a distorted geometry. The level of theory is ωB97M-V/def2-TZVPD.

The value obtained for the largest force on an atom is 0.1233 hartree/bohr. The charge is +1. For the LUMO energy (spin up / spin down), the calculation gives -4.13 / -10.66 eV. For the HOMO-LUMO gap (spin up / spin down), the calculation gives 7.792 / 1.255 eV. Its spin multiplicity is 2.

Geometry (Å):
C -1.24396 -3.05208 4.24371
O -0.08055 -3.83129 3.85370
C -1.16914 -1.59752 3.80088
H -1.37058 -3.28582 5.30876
H -2.18228 -3.64429 3.82177
H 0.67103 -3.71892 4.30616
H -0.35509 -1.01468 4.36846
H -2.18759 -1.12046 3.82556
H -0.83206 -1.58787 2.76335
C 1.04103 3.20417 -4.28390
O -0.38609 3.41005 -4.11875
C 1.63795 1.78003 -3.65874
H 1.57849 3.93065 -3.68419
H 1.41379 3.47909 -5.38927
H -0.37656 3.79665 -3.22723
H 1.83385 1.90296 -2.51708
H 2.67789 1.76741 -4.00850
H 1.26691 0.85760 -4.05900

Atoms 1-6, force components in eV/Å:
-0.7 -2.4 0.0
-5.1 -0.6 -3.7
0.4 0.5 0.5
0.0 1.0 0.1
2.0 1.4 0.2
3.9 1.2 3.1

Here are the Mulliken charges for atoms 1 to 8, given in e: -0.239, -0.522, -0.813, 0.298, 0.218, 0.273, 0.241, 0.288

=====

5.
This record from the Open Molecules 2025 dataset describes C20H31N5O4 in the gas phase. The level of theory is ωB97M-V/def2-TZVPD.

The value obtained for the largest force on an atom is 0.0021 hartree/bohr. For the LUMO energy, the calculation gives 0.49 eV. As for the SMILES: CN(C[C@@H](O)CNC(=O)c1cnn(CC2CCC2)c1)C(=O)C[C@H]1CCCC(=O)N1. For the HOMO-LUMO gap, the calculation gives 9.877 eV.

Geometry (Å):
C -1.65684 2.37748 -0.14171
N -0.73945 1.90362 -1.16982
C 0.20701 0.86476 -0.77705
C 1.61152 1.40955 -0.53238
O 1.59028 2.48057 0.40331
C 2.55080 0.35205 0.02836
N 2.10100 -0.19286 1.29015
C 1.39141 -1.35129 1.35650
O 1.13187 -2.01426 0.36193
C 0.96145 -1.76713 2.70334
C 1.09929 -1.15683 3.96808
N 0.55728 -1.89204 4.92199
N 0.06812 -2.97430 4.29279
C -0.68287 -3.96365 5.04701
C -2.11306 -3.52345 5.27052
C -3.04987 -3.40890 4.04771
C -4.18110 -3.99536 4.92141
C -3.10073 -4.54082 5.88121
C 0.27767 -2.93527 2.96834
C -0.95531 2.28134 -2.46398
O -1.79991 3.10810 -2.76854
C -0.12775 1.60142 -3.54229
C -0.04867 2.44643 -4.81737
C 0.76326 3.72238 -4.61900
C 2.25535 3.42408 -4.55830
C 2.70569 2.78263 -5.86532
C 1.80403 1.67001 -6.36353
O 2.19184 0.85087 -7.17756
N 0.52137 1.65759 -5.90529
H -2.28594 3.15174 -0.56804
H -2.28313 1.55536 0.21324
H -1.10983 2.77724 0.71272
H -0.16376 0.43536 0.15335
H 0.23924 0.05077 -1.50194
H 2.04009 1.76367 -1.47871
H 1.04735 3.18853 0.04030
H 2.64387 -0.47237 -0.67704
H 3.53160 0.80612 0.16852
H 2.23382 0.35528 2.12102
H 1.57291 -0.22336 4.23175
H -0.65561 -4.89579 4.47935
H -0.16293 -4.11877 5.99207
H -2.11920 -2.59226 5.84083
H -3.19369 -2.42422 3.60662
H -2.75463 -4.10799 3.26087
H -4.77119 -3.20873 5.39122
H -4.85503 -4.71387 4.45920
H -2.82000 -5.56413 5.62041
H -3.28682 -4.48882 6.95245
H -0.04743 -3.71803 2.30445
H 0.87481 1.34158 -3.20814
H -0.62554 0.65259 -3.77047
H -1.06525 2.72213 -5.09400
H 0.56606 4.39694 -5.45613
H 0.41135 4.22367 -3.71683
H 2.81957 4.34000 -4.37689
H 2.47719 2.75721 -3.71981
H 2.72245 3.53092 -6.66309
H 3.71191 2.37025 -5.80648
H -0.02595 0.89224 -6.27133

Atoms 1-6, force components in eV/Å:
0.0 0.0 0.0
0.0 0.0 0.0
0.0 0.0 0.0
0.0 0.0 0.0
0.0 0.0 0.0
0.0 0.0 0.0

Here are the Mulliken charges for atoms 1 to 8, given in e: -1.116, 0.221, -1.195, 1.531, -0.657, -1.353, -0.006, 0.316

=====

6.
This record from the Open Molecules 2025 dataset describes 2 unconnected molecules or ions with the total composition C5H15NO at a distorted geometry. The level of theory is ωB97M-V/def2-TZVPD.

The value obtained for the largest force on an atom is 0.0292 hartree/bohr. For the LUMO energy, the calculation gives 0.81 eV. As for the SMILES: CC(C)[C@H](C)N.O. For the HOMO-LUMO gap, the calculation gives 9.071 eV.

Geometry (Å):
C 2.33418 -0.44303 0.61809
C 0.87800 -0.77847 0.92962
C 0.53847 -2.17777 0.43572
C -0.02669 0.34439 0.35336
C -1.47487 0.14760 0.91066
N -0.00148 0.34273 -1.07799
H 2.69922 0.37223 1.22198
H 2.44716 -0.10733 -0.41237
H 2.98997 -1.26569 0.83001
H 0.73429 -0.67818 2.00617
H -0.31433 -2.63592 0.92995
H 0.36356 -2.18064 -0.63907
H 1.38078 -2.80269 0.73485
H 0.32795 1.31164 0.72224
H -1.50598 0.44391 1.96331
H -2.19531 0.77625 0.38242
H -1.76885 -0.88352 0.72028
H 0.04897 -0.48947 -1.63248
H -0.23281 1.13941 -1.64378
O -2.02784 3.07715 -2.50964
H -2.82934 2.69372 -2.87882
H -2.36505 3.79368 -1.96451

Atoms 1-6, force components in eV/Å:
-0.2 0.4 -0.1
0.1 1.2 -0.2
0.1 0.0 0.7
-1.3 -0.7 0.2
0.6 0.5 -0.4
0.5 0.3 -1.0

Here are the Mulliken charges for atoms 1 to 8, given in e: -1.510, 0.433, -1.364, 0.240, -1.304, -0.386, 0.389, 0.308

=====

7.
This record from the Open Molecules 2025 dataset describes 2 unconnected molecules or ions with the total composition C4H11N2O2 at a distorted geometry. The level of theory is ωB97M-V/def2-TZVPD.

The value obtained for the largest force on an atom is 0.0450 hartree/bohr. The charge is -1. For the LUMO energy, the calculation gives 4.20 eV. For the HOMO-LUMO gap, the calculation gives 7.936 eV.

Geometry (Å):
C -0.06922 0.12752 -1.44177
O 0.26962 0.83910 -0.35292
C -0.37357 -1.38281 -1.09276
N -0.88752 -2.02934 -2.37156
H -0.95340 0.51667 -1.99366
H 0.77951 0.08781 -2.20076
H 0.39033 -2.04036 -0.66191
H -1.17597 -1.40645 -0.34100
H -0.18823 -2.38062 -3.02897
H -1.38331 -2.83767 -2.12313
O 0.15667 -1.06731 1.56956
C 0.67690 0.02282 1.35597
C 0.08966 1.22694 2.17811
N 0.70446 2.45819 1.62281
H 1.76702 0.08102 1.20438
H -1.02600 1.09982 2.01116
H 0.39098 1.06333 3.24265
H 0.70821 2.36577 0.58500
H 0.12385 3.25560 1.83881

Atoms 1-6, force components in eV/Å:
1.1 -2.1 -0.1
0.0 0.7 0.7
-0.9 -0.2 -1.7
0.4 1.0 0.0
0.1 -0.2 0.2
-0.5 0.1 0.2

Here are the Mulliken charges for atoms 1 to 8, given in e: -0.519, -0.576, -0.332, -0.691, 0.233, 0.159, 0.277, 0.290

=====

8.
This record from the Open Molecules 2025 dataset describes 3 unconnected molecules or ions with the total composition C28H44ClN3O7P at a distorted geometry. The level of theory is ωB97M-V/def2-TZVPD.

The value obtained for the largest force on an atom is 0.0432 hartree/bohr. The charge is +1. For the LUMO energy, the calculation gives -2.29 eV. For the HOMO-LUMO gap, the calculation gives 9.352 eV.

Geometry (Å):
C -3.54160 4.82710 -2.70698
C -2.19659 4.38010 -3.32793
C -1.45732 3.46771 -2.35367
Cl -2.11500 1.80443 -2.46910
P 0.32059 3.31860 -2.68268
C 1.31338 4.63449 -1.96161
C 2.69110 4.02803 -1.63666
C 2.71648 3.41974 -0.22365
C 4.12493 3.34540 0.34943
C 5.02665 2.44118 -0.47718
C 4.68488 0.95642 -0.33860
C 4.49201 0.43821 1.10016
C 3.04786 0.16217 1.45982
O 2.57448 -0.99713 0.77396
C 1.38595 -0.75308 0.13127
C 0.15080 -1.03958 0.93376
O 1.35130 -0.33662 -1.02913
C 0.69781 3.18232 -4.43967
C 1.03362 1.73894 -4.92116
O 0.63248 1.58079 -6.25765
C 2.52142 1.39184 -4.75229
N 2.80448 0.48699 -3.62848
H -3.45841 5.81503 -2.26818
H -4.34809 4.79502 -3.42709
H -3.81483 4.15213 -1.89933
H -2.43502 3.81581 -4.22174
H -1.61971 5.27188 -3.56049
H -1.61969 3.77778 -1.32604
H 0.74039 2.13777 -2.06992
H 1.43587 5.45533 -2.66238
H 0.87521 5.00849 -1.04136
H 3.45920 4.79382 -1.66359
H 2.94671 3.23984 -2.34602
H 2.20842 2.45635 -0.19588
H 2.12814 4.08906 0.40747
H 4.10775 3.03632 1.38900
H 4.54305 4.35263 0.35036
H 6.05761 2.58508 -0.15729
H 4.99877 2.70655 -1.53297
H 3.78050 0.71590 -0.89837
H 5.47404 0.36351 -0.79144
H 4.94656 1.06055 1.86495
H 5.00185 -0.52150 1.15158
H 2.98737 -0.00979 2.53482
H 2.41344 1.02203 1.24587
H -0.66060 -0.42853 0.55833
H 0.30689 -0.90683 1.99716
H -0.10940 -2.07908 0.74328
H -0.09320 3.60983 -5.04901
H 1.59332 3.78034 -4.60135
H 0.46092 1.01875 -4.33613
H 0.78473 2.38161 -6.76025
H 3.12385 2.29886 -4.65989
H 2.82488 0.89838 -5.67006
H 2.01466 0.33425 -3.01612
H 3.55026 0.82754 -3.03934
C -4.65673 -1.82646 4.63377
C -3.73809 -2.73978 4.13173
C -2.38343 -2.45119 4.18211
C -1.97318 -1.25194 4.73689
C -2.87423 -0.33088 5.23809
C -4.22650 -0.62507 5.18274
N -0.53689 -0.95228 4.80298
O 0.23163 -1.76504 4.32846
O -0.19623 0.09242 5.31418
H -5.71333 -2.05618 4.59877
H -4.08369 -3.67544 3.70522
H -1.65921 -3.15397 3.79739
H -2.53192 0.59889 5.66664
H -4.94527 0.08218 5.57244
C -1.84782 -8.42220 1.47832
C -1.77913 -7.04371 1.63132
C -2.91082 -6.32763 1.98263
C -4.09726 -7.01011 2.17917
C -4.18725 -8.38063 2.02608
C -3.05043 -9.08801 1.67191
N -5.29781 -6.26033 2.57346
O -5.19806 -5.05073 2.68897
O -6.31395 -6.88035 2.76718
H -0.96094 -8.97921 1.20816
H -0.84195 -6.52695 1.47871
H -2.86489 -5.25543 2.10080
H -5.12504 -8.89220 2.18128
H -3.10271 -10.16051 1.55004

Atoms 1-6, force components in eV/Å:
0.4 -0.3 0.3
-0.9 0.2 0.6
-0.1 -0.3 -0.4
0.0 0.0 0.0
0.1 0.1 0.0
0.4 -0.1 0.0

Here are the Mulliken charges for atoms 1 to 8, given in e: -1.290, -0.537, -0.033, -0.101, 0.530, -1.179, -0.338, 0.070